6
Properties=species:S:1:pos:R:3:forces:R:3 method="wB97M-V/def2-TZVPD" lumo_energy_ev="-0.4797 / -0.6219" homo_lumo_gap_ev="10.75 / 8.79" homo_energy_ev="-11.23 / -9.42"
O 1.3511 -1.2433 -0.6087 2.6 -2.9 -1.8
O 1.4794 0.3808 0.8907 2.1 0.5 1.2
N 1.1059 -0.3816 0.0902 -4.5 2.3 0.4
N -1.4664 0.0242 -0.1917 0.9 0.4 1.1
H -1.5497 0.8324 -0.8240 0.1 -0.1 0.2
H -0.9203 0.3875 0.6436 -1.1 -0.2 -1.1

=====

11
Properties=species:S:1:pos:R:3:forces:R:3 method="wB97M-V/def2-TZVPD" lumo_energy_ev="-0.1724 / 0.2523" homo_lumo_gap_ev="8.89 / 9.03" homo_energy_ev="-9.06 / -8.77"
N 2.2296 0.0321 -0.1343 -1.4 2.0 0.2
N 0.2065 0.0422 0.7390 0.1 0.8 -1.4
C -0.7300 1.0472 0.0271 -0.4 -1.3 2.4
C -1.5265 -0.1627 -0.3382 -0.3 -0.6 -0.1
C -0.5837 -0.9789 0.1424 3.1 0.0 2.3
H -0.1462 -1.9397 0.4912 -1.5 -0.1 -1.2
H 1.8775 -0.6220 -0.7957 0.0 -1.2 -0.4
H -2.4954 -0.3451 -0.7214 -0.8 0.0 -0.3
H 2.6819 -0.3881 0.6549 0.0 -0.8 0.4
H -0.3832 1.5413 -0.7971 1.6 1.2 -2.0
H -1.1304 1.7737 0.7321 -0.2 -0.1 0.1

=====

17
Properties=species:S:1:pos:R:3:forces:R:3 method="wB97M-V/def2-TZVPD" lumo_energy_ev="-8.3849 / -7.8869" homo_lumo_gap_ev="5.80 / 6.94" homo_energy_ev="-14.18 / -14.83" total_charge=+2
S -2.8092 5.4694 4.3801 0.8 0.1 0.3
O 3.0027 -6.7614 -10.8968 -0.6 -0.2 0.1
O -0.4401 4.7573 5.4076 -1.3 0.5 -0.4
N 0.6943 4.5395 4.9685 0.6 -0.2 1.1
N 3.0062 3.8559 4.8940 0.4 1.3 0.8
C 2.1047 -7.2419 -10.4417 1.5 0.3 -0.1
C 1.8355 4.3414 5.2143 -1.2 -0.9 -1.7
C -3.0891 5.2665 6.0988 0.2 -2.4 -2.7
C 0.9815 -7.8056 -9.8312 -1.9 -0.5 -3.4
H 0.7250 -7.2693 -8.9714 -1.3 2.0 0.8
H -3.3298 6.1214 6.5640 -1.8 3.5 1.4
H 3.2890 2.9162 5.1445 -0.2 0.0 0.0
H -2.0867 5.2341 6.4806 0.8 -1.3 0.6
H 3.6646 4.6013 5.0688 1.1 -0.4 -0.2
H 1.1315 -8.6957 -9.3324 1.3 -2.6 0.5
H -3.8276 4.4687 6.1905 0.5 -0.1 0.7
H 0.2342 -8.0924 -10.7088 0.9 1.1 2.0

=====

117
Properties=species:S:1:pos:R:3:forces:R:3 method="wB97M-V/def2-TZVPD" lumo_energy_ev="-4.1663 / -4.1601" homo_lumo_gap_ev="6.08 / 5.84" homo_energy_ev="-10.25 / -10.00" total_charge=+2
Se -0.6668 2.8172 -2.8533 -1.3 1.5 -0.5
Se 2.0144 3.6877 -2.5154 0.4 2.0 -0.3
Sc -0.0120 1.4755 -0.1875 1.6 -1.3 -1.3
P -0.8529 1.4516 3.2680 -1.3 -0.2 1.9
P -2.1115 -1.2240 -0.4687 -0.9 -0.6 -0.6
Si 2.6482 -1.3505 2.3496 -0.6 0.5 0.0
O 1.2709 0.2237 -1.3417 1.0 -0.4 -0.4
N -2.0024 -1.0327 2.5977 -0.1 0.6 -0.4
N -1.4099 -0.8850 4.8009 0.4 -2.4 1.6
N -2.8883 3.1868 2.3226 0.0 -0.2 -2.3
N 2.6475 -0.8525 -2.8828 0.9 -0.4 0.3
N 1.2448 2.1532 1.4570 0.9 0.4 3.1
N 1.7854 2.3520 3.6350 0.3 0.6 -1.7
N 4.0581 -0.8922 -3.1302 -0.9 0.6 -0.5
N -1.7144 2.3616 0.5782 -2.6 0.9 2.7
C -2.5264 2.7769 -3.5394 -0.5 0.0 1.0
C 1.6492 2.4814 5.0712 0.0 -1.0 1.2
C 4.3882 -0.9581 1.7118 -0.4 0.2 -0.3
C -2.7554 3.1578 0.0700 0.9 -0.9 0.7
C -4.8989 -1.1219 0.2415 0.7 -0.3 -0.4
C -3.2149 3.5969 3.6807 -0.7 -0.8 0.0
C 2.4488 -0.0168 -1.8289 -1.5 0.9 0.9
C 0.5091 -1.2199 -4.0722 1.3 0.5 -0.3
C -3.1159 -3.9622 -0.4397 1.9 -0.2 -0.7
C 0.8385 5.3779 -2.6213 1.4 -1.1 -0.2
C 2.8505 2.9328 2.8785 -1.0 -0.8 1.2
C -3.5440 -1.0456 0.6640 -0.6 0.0 0.2
C -3.4853 3.6194 1.1069 0.0 0.5 1.1
C -1.6319 -5.7943 -1.0729 -0.1 0.1 0.4
C 2.1497 3.4739 -4.4605 0.6 -0.3 0.7
C -1.5560 -2.2423 4.4627 -0.4 2.7 1.6
C 1.7132 -1.7436 -3.5494 -0.8 -0.4 0.5
C -0.5958 4.9590 -2.8045 -0.7 -1.4 -0.2
C -4.3100 -0.2223 2.8366 -1.2 -0.5 -0.5
C 4.5776 -1.3141 -4.4619 0.1 0.3 1.2
C 0.8302 1.9116 2.7723 1.5 0.7 -2.9
C -2.8885 -0.7778 -2.0969 0.0 1.0 -0.1
C -0.1197 -1.9104 -5.1017 -0.3 -1.3 0.2
C -1.8736 2.3699 1.9655 0.9 -0.4 -1.0
C -2.0516 -3.0468 -0.7224 -0.2 -0.3 1.3
C -2.0362 -2.3385 3.2342 0.4 -2.9 -1.4
C -3.3053 -0.7224 2.0052 -1.3 0.5 -0.1
C -1.2087 -0.3887 6.1384 0.5 0.0 0.5
C 0.2213 -3.2609 -5.3393 0.9 0.7 0.3
C 2.4923 2.7780 1.5706 -0.8 -0.1 -0.1
C 1.2080 -3.8671 -4.5384 -0.6 -0.5 -0.4
C -1.5118 -0.1325 3.6462 -0.1 3.5 -1.8
C -0.5967 -4.8864 -1.2649 -0.3 0.4 -0.3
C -2.8955 -5.3334 -0.6120 0.4 0.1 -0.6
C 1.9418 -3.1363 -3.6284 0.6 1.5 0.2
C 2.6971 -1.5581 4.2425 0.3 0.5 -0.7
C -5.6469 -0.2418 2.3611 1.3 -0.3 -0.1
C -5.9257 -0.7686 1.0899 -0.5 0.4 0.5
C 4.6183 0.0684 -2.3325 0.5 -0.5 0.6
C 1.8955 -2.8407 1.4306 0.5 0.9 -0.2
C -0.7958 -3.5099 -1.0540 -0.1 -1.1 -0.2
C 6.0834 0.4237 -2.3522 0.3 0.4 0.7
C 3.6938 0.5564 -1.4391 -0.1 -0.2 -0.3
H -2.1810 -0.1366 -2.6485 0.0 -0.6 -0.1
H 5.6540 -1.1146 -4.4023 -0.3 -0.2 -0.2
H 0.8585 -3.0254 1.6883 -0.1 -0.1 0.1
H 4.1198 -0.7520 -5.2667 -0.1 0.1 -0.1
H -2.4549 2.3209 -4.5170 -0.4 -0.1 -0.1
H 2.3221 2.4039 -4.5661 -0.1 0.0 -0.3
H 3.9064 1.1886 -0.5590 -0.4 -0.4 -0.9
H -1.3021 -0.9237 1.8777 0.3 -0.6 -0.9
H 1.1976 3.7650 -4.9019 0.3 0.0 -0.1
H 3.4247 -2.3311 4.4670 0.0 -0.4 0.3
H 6.2959 1.1677 -1.5415 -0.4 -0.6 -0.7
H 1.9681 -2.6963 0.3370 0.0 0.0 0.4
H -2.8924 3.2751 -1.0014 0.0 0.1 0.5
H -3.7089 -6.0530 -0.4820 0.3 0.3 0.2
H 1.7255 -1.7778 4.6593 -0.3 -0.3 0.1
H -1.6677 0.5994 6.3008 0.0 -0.4 -0.3
H -1.4359 -2.9810 5.2331 -0.1 -0.3 -0.1
H 6.3916 0.8942 -3.2939 -0.1 -0.3 0.1
H 2.5176 -3.6784 1.7029 0.1 -0.7 0.0
H -2.3102 -3.2677 2.6866 0.3 1.2 0.3
H -1.6106 -1.0880 6.8832 -0.2 0.2 -0.3
H 6.7416 -0.4320 -2.1162 -0.4 0.2 -0.4
H -1.4082 -6.8694 -1.2124 -0.5 0.8 0.0
H -3.1275 2.1960 -2.8166 0.2 -0.1 -0.7
H 0.9921 1.6720 5.4637 0.2 0.8 -0.4
H -4.0291 -3.5788 -0.0608 -0.8 0.1 0.1
H -6.4455 0.0780 3.0145 0.0 0.1 0.0
H 4.6648 0.1115 1.7306 -0.2 -0.5 0.3
H -2.4296 4.1665 4.1489 0.4 0.1 0.0
H 0.3571 -5.2116 -1.6640 0.0 -0.2 0.3
H 5.0477 -1.5218 2.3738 0.4 0.0 -0.3
H -6.9680 -0.8841 0.7703 0.5 0.1 0.1
H 4.3944 -2.3730 -4.5786 0.1 -0.1 -0.1
H -4.3654 4.2456 1.0827 0.1 0.0 0.2
H 2.7102 -3.5820 -2.9914 -0.1 0.1 -0.4
H -1.2324 5.1466 -1.9278 0.2 0.2 -0.5
H -5.1484 -1.5455 -0.7536 0.3 0.6 0.7
H -4.1038 0.1030 3.8589 0.1 -0.2 -0.4
H -4.1300 4.1603 3.6925 -0.3 0.4 -0.3
H -0.1995 -3.8032 -6.1804 -0.1 0.0 0.3
H -3.0254 3.7566 -3.5941 0.5 -0.2 -0.1
H 4.4672 -1.2694 0.6581 0.2 -0.2 0.4
H -3.4358 2.6968 4.2487 0.3 0.0 0.2
H 2.6028 2.2878 5.5745 0.1 0.2 -0.4
H 0.0299 -2.8169 -1.1155 0.1 0.1 -0.3
H 2.9591 3.1254 0.6596 0.3 0.0 0.2
H 0.1677 -0.2440 -3.7255 0.3 0.0 -0.5
H 1.0700 5.8627 -1.6902 -0.3 0.3 0.4
H 1.3030 3.4717 5.3919 -0.1 -0.3 -0.3
H -0.8883 -1.4487 -5.7245 0.1 -0.1 0.5
H 3.6964 3.3615 3.4526 -0.7 -0.3 -0.9
H 3.0337 4.0130 -4.8155 -0.5 0.0 -0.1
H -0.1393 -0.2994 6.4077 -0.2 0.2 -0.3
H -1.0572 5.3550 -3.7523 0.4 -0.7 1.0
H -3.7443 -0.1066 -1.9641 0.0 -0.2 0.2
H 1.2244 6.0264 -3.4259 -0.1 -0.5 0.3
H -3.2155 -1.6496 -2.6721 0.3 0.2 0.1
H 3.0571 -0.6493 4.7372 0.0 0.0 -0.2
H 1.4287 -4.9354 -4.6177 -0.2 0.4 -0.2

=====

We obtain E_tot values of -260.9751, -227.2114, -814.5367, -8722.3631 a.u. for the records listed above, in that order.
We obtain M values of 62.03, 70.09, 148.19, 996.91 g mol⁻¹ for the records listed above, in that order.